Below is one molecule with the formula C18H24FN5O2S, with properties calculated with the ωB97M-V functional and the def2-TZVPD basis.

- 2S+1 = 1
- orbital gap (eV) = 8.5
- max |F| (eV Å⁻¹) = 0.7
- LUMO energy (eV) = 0.4
- energy relative to the best compared isomer or geometry (same formula, charge and spin) (kcal/mol) = 0.0

Geometry (Å):
C (-6.075, -0.429, -0.732)
C (-4.996, -1.499, -0.623)
C (-3.727, -0.996, 0.062)
C (-3.016, 0.084, -0.753)
N (-1.731, 0.437, -0.172)
C (-1.637, 1.477, 0.684)
S (-2.959, 2.199, 1.379)
N (-0.398, 1.893, 1.105)
C (0.810, 1.895, 0.402)
C (1.997, 1.939, 1.132)
C (3.218, 1.938, 0.486)
C (3.240, 1.889, -0.897)
F (4.431, 1.871, -1.530)
C (2.076, 1.874, -1.643)
C (0.858, 1.890, -0.990)
C (-0.668, -0.484, -0.359)
C (-0.104, -1.136, 0.717)
N (-0.600, -0.990, 1.972)
N (0.947, -2.000, 0.537)
C (1.593, -2.659, 1.663)
C (2.574, -1.741, 2.399)
C (3.777, -1.393, 1.533)
C (1.430, -2.322, -0.727)
O (2.331, -3.108, -0.894)
N (0.797, -1.697, -1.761)
C (-0.240, -0.768, -1.703)
O (-0.689, -0.294, -2.726)
H (-6.273, 0.012, 0.242)
H (-6.999, -0.862, -1.108)
H (-5.773, 0.363, -1.412)
H (-4.745, -1.869, -1.620)
H (-5.387, -2.341, -0.046)
H (-3.982, -0.590, 1.043)
H (-3.041, -1.837, 0.207)
H (-3.621, 0.991, -0.785)
H (-2.833, -0.262, -1.772)
H (-0.448, 2.527, 1.893)
H (1.958, 1.982, 2.211)
H (4.144, 1.974, 1.037)
H (2.123, 1.863, -2.720)
H (-0.053, 1.916, -1.565)
H (-0.053, -1.232, 2.776)
H (-1.355, -0.339, 2.106)
H (2.149, -3.498, 1.237)
H (0.829, -3.058, 2.336)
H (2.079, -0.817, 2.708)
H (2.909, -2.262, 3.299)
H (4.278, -2.297, 1.197)
H (4.486, -0.791, 2.095)
H (3.469, -0.830, 0.655)
H (1.136, -1.929, -2.689)

Mulliken population analysis, charges in e, atoms 1 to 5: number 1, C, carries -1.17; number 2, C, carries -0.67; number 3, C, carries 0.22; number 4, C, carries -1.62; number 5, N, carries 0.63

***

Below is a 6-piece molecular cluster, C18H24O18 overall in a non-equilibrium geometry, with properties calculated with the ωB97M-V functional and the def2-TZVPD basis.

- 2S+1 = 1
- orbital gap (eV) = 11.0
- max |F| (eV Å⁻¹) = 5.2
- LUMO energy (eV) = 0.2
- energy relative to the best compared isomer or geometry (same formula, charge and spin) (kcal/mol) = 92.2

Geometry (Å):
O (30.092, 1.758, 9.280)
C (30.532, 2.910, 9.079)
O (30.430, 3.796, 7.981)
C (31.141, 5.002, 8.310)
C (31.501, 4.892, 9.738)
O (31.281, 3.506, 10.046)
H (32.118, 5.109, 7.839)
H (30.492, 5.849, 8.092)
H (30.872, 5.613, 10.259)
H (32.554, 5.162, 9.821)
O (29.099, 0.199, 20.182)
C (27.975, 0.482, 20.076)
O (27.524, 1.185, 19.069)
C (26.123, 1.191, 18.958)
C (25.794, 0.887, 20.410)
O (26.961, 0.330, 20.928)
H (25.723, 2.192, 18.794)
H (25.708, 0.522, 18.204)
H (24.869, 0.315, 20.472)
H (25.538, 1.831, 20.892)
O (25.450, 4.824, 13.236)
C (24.358, 4.846, 12.799)
O (23.989, 3.784, 12.090)
C (22.646, 4.021, 11.854)
C (22.560, 5.541, 11.678)
O (23.641, 5.898, 12.458)
H (22.418, 3.297, 11.072)
H (22.108, 3.844, 12.785)
H (21.703, 5.866, 12.268)
H (22.638, 6.122, 10.759)
O (17.994, -10.607, 9.746)
C (17.256, -11.559, 9.705)
O (17.545, -12.772, 10.068)
C (16.405, -13.565, 10.190)
C (15.447, -12.864, 9.310)
O (15.982, -11.570, 9.265)
H (16.704, -14.594, 9.987)
H (16.003, -13.651, 11.199)
H (14.449, -12.782, 9.740)
H (15.423, -13.349, 8.334)
O (21.669, -2.565, 14.948)
C (22.029, -2.751, 13.808)
O (23.102, -3.450, 13.431)
C (23.172, -3.373, 12.001)
C (21.679, -3.191, 11.658)
O (21.298, -2.401, 12.732)
H (23.822, -2.547, 11.713)
H (23.640, -4.324, 11.748)
H (21.097, -4.105, 11.779)
H (21.568, -2.628, 10.731)
O (25.183, -8.394, 22.311)
C (24.888, -7.357, 21.731)
O (25.656, -6.633, 20.870)
C (24.913, -5.637, 20.199)
C (23.522, -5.752, 20.834)
O (23.634, -6.998, 21.576)
H (25.389, -4.657, 20.183)
H (24.762, -5.924, 19.158)
H (22.947, -5.840, 19.912)
H (23.264, -4.868, 21.416)

Mulliken population analysis, charges in e, atoms 1 to 5: number 1, O, carries -0.54; number 2, C, carries 0.66; number 3, O, carries -0.32; number 4, C, carries -0.25; number 5, C, carries -0.25

***

Below is C18H25B3F2NO8 as an isolated structure in a non-equilibrium geometry, with properties calculated with the ωB97M-V functional and the def2-TZVPD basis.

- 2S+1 = 1
- orbital gap (eV) = 5.9
- total charge = -1
- max |F| (eV Å⁻¹) = 1.1
- LUMO energy (eV) = 2.1

Geometry (Å):
C (7.931, -1.476, 0.201)
O (6.942, -0.645, -0.356)
C (5.627, -1.030, 0.019)
C (4.697, 0.172, -0.053)
C (3.985, 0.320, -1.400)
C (2.602, -0.325, -1.497)
C (1.580, 0.126, -0.448)
C (0.759, 1.384, -0.871)
B (-0.741, 1.059, -0.630)
O (-1.502, 0.394, -1.596)
B (-2.867, 0.396, -1.397)
C (-3.809, -0.720, -1.964)
C (-3.168, -2.079, -2.053)
C (-2.493, -2.615, -0.957)
C (-1.924, -3.876, -1.012)
C (-2.010, -4.628, -2.178)
C (-2.664, -4.102, -3.279)
C (-3.241, -2.840, -3.215)
O (-3.376, 1.425, -0.606)
B (-2.701, 1.481, 0.585)
N (-3.375, 1.595, 1.884)
C (-4.807, 1.559, 1.811)
O (-5.490, 0.744, 1.306)
F (-5.315, 2.632, 2.419)
C (-2.842, 0.629, 2.791)
O (-2.024, 0.788, 3.611)
F (-3.397, -0.590, 2.570)
O (-1.338, 1.359, 0.586)
H (8.868, -1.253, -0.301)
H (8.047, -1.286, 1.273)
H (7.689, -2.534, 0.063)
H (5.282, -1.845, -0.627)
H (5.656, -1.401, 1.049)
H (4.006, 0.129, 0.786)
H (5.318, 1.052, 0.116)
H (3.928, 1.368, -1.696)
H (4.620, -0.166, -2.145)
H (2.185, -0.073, -2.474)
H (2.683, -1.414, -1.481)
H (2.037, 0.341, 0.514)
H (0.907, -0.717, -0.270)
H (1.023, 2.220, -0.225)
H (0.949, 1.648, -1.910)
H (-4.221, -0.433, -2.933)
H (-4.669, -0.777, -1.290)
H (-2.412, -2.040, -0.042)
H (-1.423, -4.272, -0.141)
H (-1.568, -5.614, -2.212)
H (-2.743, -4.678, -4.190)
H (-3.757, -2.440, -4.078)
C (-3.032, 4.353, 4.078)
C (-1.766, 5.232, 3.897)
O (-1.644, 6.208, 4.668)
O (-1.001, 4.862, 2.975)
H (-3.672, 4.720, 4.881)
H (-3.596, 4.352, 3.145)
H (-2.733, 3.325, 4.297)

Mulliken population analysis, charges in e, atoms 1 to 5: number 1, C, carries -0.75; number 2, O, carries -0.33; number 3, C, carries -0.69; number 4, C, carries -0.51; number 5, C, carries -0.90

***

Below is C18H25BN8O3V as an isolated structure in a non-equilibrium geometry, with properties calculated with the ωB97M-V functional and the def2-TZVPD basis.

- 2S+1 = 4
- orbital gap (alpha / beta) (eV) = 6.7 / 4.1
- total charge = +2
- max |F| (eV Å⁻¹) = 4.1
- LUMO energy (alpha / beta) (eV) = -8.3 / -10.9

Geometry (Å):
C (1.749, -2.054, -1.550)
N (0.608, -1.325, -1.468)
N (-0.215, -1.600, -2.553)
C (0.413, -2.497, -3.301)
C (1.643, -2.801, -2.717)
B (-1.599, -0.903, -2.770)
N (-2.497, -0.972, -1.525)
N (-1.984, -0.660, -0.267)
C (-3.014, -0.847, 0.625)
C (-4.151, -1.278, -0.073)
C (-3.780, -1.345, -1.416)
V (-0.169, -0.155, -0.305)
N (-1.418, 0.581, -3.185)
N (-0.838, 1.469, -2.336)
C (-0.763, 2.649, -3.011)
C (-1.326, 2.496, -4.308)
C (-1.750, 1.172, -4.358)
H (-0.267, 3.547, -2.674)
H (-2.260, 0.596, -5.111)
H (-1.425, 3.223, -5.093)
H (-2.136, -1.457, -3.673)
H (-4.328, -1.633, -2.305)
H (-0.083, -2.835, -4.185)
H (-5.124, -1.511, 0.320)
H (2.374, -3.471, -3.079)
H (-2.904, -0.681, 1.683)
H (2.507, -1.960, -0.780)
H (-0.639, 1.660, -0.057)
C (-0.498, 1.396, 1.091)
H (-1.533, 1.418, 1.483)
H (-0.026, 0.452, 1.445)
H (0.174, 2.192, 1.447)
C (6.416, 0.466, 1.675)
C (5.089, 0.003, 1.115)
C (3.991, 1.081, 1.063)
C (3.725, 1.794, 2.415)
C (3.392, 0.906, 3.595)
C (4.383, 2.164, 0.003)
O (5.391, 2.862, 0.090)
N (3.559, 2.314, -1.099)
C (2.312, 1.724, -1.378)
O (1.743, 2.041, -2.440)
N (1.920, 0.836, -0.415)
C (2.657, 0.408, 0.628)
O (2.176, -0.541, 1.333)
H (6.851, 1.266, 1.072)
H (7.112, -0.375, 1.686)
H (6.307, 0.824, 2.701)
H (5.229, -0.402, 0.099)
H (4.706, -0.831, 1.715)
H (4.620, 2.386, 2.631)
H (2.911, 2.522, 2.260)
H (4.176, 0.169, 3.781)
H (3.299, 1.527, 4.488)
H (2.448, 0.376, 3.450)
H (3.818, 3.013, -1.775)

Mulliken population analysis, charges in e, atoms 1 to 5: number 1, C, carries -0.28; number 2, N, carries 0.45; number 3, N, carries -0.34; number 4, C, carries 0.04; number 5, C, carries -1.32